Record 1
Molecular formula: C33H44KN4S4
Method: DFT, ωB97M-V/def2-TZVPD

Output
Total charge   +1
Kohn-Sham gap   7.0085 eV
Relative energy (zero: lowest compared OMol25 entry of this formula, charge and spin)   6.4 kcal per mole
DFT total energy   -3695.3724 hartree

CARTESIAN COORDINATES (ANGSTROEM)
1 K 0.10687 0.42683 -0.00550
2 C 0.17151 -2.21074 3.41770
3 C -0.13380 -3.43554 2.56464
4 S 0.75600 -3.40121 0.98400
5 C -0.20316 -4.64136 0.07950
6 C -1.50565 -4.16428 -0.61432
7 S -1.91218 -2.47035 -0.12773
8 C -3.69494 -2.38800 -0.43594
9 C -4.30643 -1.41151 0.57587
10 S -3.35519 0.13420 0.66001
11 C -3.04409 0.30157 2.43873
12 C -2.23957 -0.80815 3.11298
13 S -0.46683 -0.63990 2.79888
14 H 1.24942 -2.06331 3.50882
15 H -0.20150 -2.37069 4.43126
16 H -1.20187 -3.49094 2.35460
17 H 0.15563 -4.33157 3.11795
18 H -0.42341 -5.45344 0.77223
19 H 0.47631 -5.05442 -0.66478
20 H -2.32713 -4.82632 -0.33837
21 H -1.38758 -4.23344 -1.69672
22 H -4.14332 -3.37395 -0.30235
23 H -3.91279 -2.06414 -1.45639
24 H -4.31555 -1.88050 1.55955
25 H -5.34178 -1.20147 0.30519
26 H -4.00529 0.39804 2.94557
27 H -2.54180 1.26875 2.51601
28 H -2.57727 -1.78584 2.76516
29 H -2.41584 -0.75401 4.18927
30 C 3.98213 -1.07350 -2.59728
31 C 4.86371 -0.01649 -2.44519
32 C 4.63322 0.91070 -1.44331
33 C 3.52146 0.75788 -0.61468
34 N 2.66214 -0.25200 -0.77924
35 C 2.89642 -1.13750 -1.73973
36 C 3.26241 1.70149 0.52393
37 C 4.06019 2.82354 0.73567
38 C 3.80325 3.64044 1.82360
39 C 2.76539 3.31292 2.67514
40 C 2.02022 2.18056 2.38806
41 N 2.25288 1.39502 1.34293
42 H 4.12600 -1.83006 -3.35553
43 H 5.72752 0.08270 -3.08911
44 H 5.32343 1.72770 -1.30662
45 H 2.17110 -1.94007 -1.82820
46 H 4.86929 3.07147 0.06693
47 H 4.41128 4.51757 1.99906
48 H 2.52644 3.91692 3.53890
49 H 1.19409 1.88862 3.02657
50 C 0.31179 -1.31850 -7.06658
51 C 0.13615 -0.90779 -5.63654
52 C -0.77478 -1.53950 -4.79846
53 C -0.88621 -1.13608 -3.47626
54 N -0.16086 -0.15448 -2.94356
55 C 0.71232 0.45274 -3.74899
56 C 0.89366 0.11960 -5.07882
57 H -0.44514 -2.03972 -7.36917
58 H 1.29144 -1.77495 -7.21619
59 H 0.25183 -0.45720 -7.73236
60 H -1.39450 -2.34733 -5.16630
61 H -1.58002 -1.62540 -2.80064
62 H 1.30996 1.24211 -3.30205
63 H 1.62537 0.65452 -5.67097
64 C -3.20533 3.01463 -4.01488
65 N -2.92480 3.38322 -2.60743
66 C -3.92670 2.79194 -1.67530
67 C -1.50510 3.00763 -2.18506
68 C -1.18145 3.69785 -0.89230
69 C -0.95922 5.08088 -0.97327
70 C -0.79416 5.81769 0.18391
71 C -0.84049 5.14711 1.40298
72 C -1.02265 3.77218 1.43865
73 C -1.20611 2.95502 0.30098
74 H -4.23263 3.27326 -4.25908
75 H -3.05400 1.94160 -4.11431
76 H -2.51256 3.54590 -4.66278
77 H -2.97121 4.39924 -2.50551
78 H -3.92596 1.71635 -1.83033
79 H -4.90417 3.21306 -1.89887
80 H -3.61103 3.00393 -0.65725
81 H -0.87295 3.30574 -3.02590
82 H -1.52136 1.91924 -2.10600
83 H -0.89357 5.58264 -1.93911
84 H -0.62209 6.88525 0.14315
85 H -0.72294 5.70677 2.32449
86 H -1.02224 3.31321 2.42789

Forces on atoms 1 to 6 (eV/Å):
K -0.34 -0.32 -0.32
C 0.05 -0.10 0.04
C -0.05 0.04 0.08
S 0.08 0.02 0.01
C -0.10 -0.08 -0.06
C 0.08 -0.20 -0.01

---

Record 2
Molecular formula: C33H44N5
Method: DFT, ωB97M-V/def2-TZVPD

Output
Total charge   +1
Kohn-Sham gap   6.5727 eV
Relative energy (zero: lowest compared OMol25 entry of this formula, charge and spin)   32.3 kcal per mole
DFT total energy   -1557.3739 hartree

CARTESIAN COORDINATES (ANGSTROEM)
1 C -3.49237 -1.57433 -2.27027
2 N -2.05679 -1.26520 -2.21201
3 C -1.76159 0.14209 -2.35007
4 C -1.13525 -2.11379 -1.66802
5 N -0.07822 -1.62010 -1.06340
6 C 1.04593 -2.53864 -0.96730
7 C 2.36384 -2.01641 -1.49696
8 C 3.41581 -1.63792 -0.64574
9 C 4.64233 -1.24837 -1.19065
10 C 4.84047 -1.24893 -2.57584
11 C 3.78810 -1.62788 -3.41636
12 C 2.54732 -1.97945 -2.88461
13 N -1.32016 -3.47199 -1.96743
14 C -2.00608 -3.87137 -3.17912
15 C -1.07136 -4.60688 -1.07579
16 H -3.74706 -2.50051 -1.73810
17 H -4.09122 -0.76249 -1.82000
18 H -3.80452 -1.65115 -3.32390
19 H -0.71785 0.24301 -2.65698
20 H -2.42109 0.55779 -3.12346
21 H -1.93869 0.66630 -1.40661
22 H 1.21959 -2.92405 0.04725
23 H 0.80174 -3.40472 -1.59712
24 H 3.29109 -1.69130 0.44615
25 H 5.46571 -1.00188 -0.52097
26 H 5.80690 -0.96979 -2.99774
27 H 3.94800 -1.69637 -4.49009
28 H 1.71437 -2.29371 -3.52829
29 H -1.99397 -3.05770 -3.90299
30 H -1.48453 -4.71772 -3.64496
31 H -3.04938 -4.14383 -2.95858
32 H -0.64435 -4.27340 -0.13388
33 H -2.01133 -5.13190 -0.86477
34 H -0.36759 -5.31829 -1.52575
35 C -1.86876 1.37831 6.37165
36 N -1.40480 0.12887 5.84035
37 C -1.90681 -1.00241 6.58714
38 C -1.21998 -2.28480 6.19279
39 C -1.24160 -2.49145 4.67035
40 C -0.92102 -1.25019 3.89870
41 C -0.92833 0.01506 4.56995
42 C -0.44194 1.16488 3.88931
43 C -0.08849 1.04815 2.56319
44 C -0.20622 -0.16274 1.81920
45 C 0.31993 -0.18542 0.43987
46 C 0.27548 1.05144 -0.29578
47 C 1.17949 1.30225 -1.35183
48 C 1.26759 2.56833 -1.90509
49 C 0.44576 3.64460 -1.45209
50 N 0.57046 4.88751 -2.00578
51 C -0.34927 5.96265 -1.69520
52 C 1.37018 5.13391 -3.19094
53 C 2.61848 4.26092 -3.21684
54 C 2.27043 2.78520 -2.99514
55 C -0.55723 3.35641 -0.48959
56 C -0.71222 2.06994 -0.02620
57 C -0.62029 -1.32859 2.53160
58 H -1.36555 2.24813 5.94905
59 H -2.95528 1.49316 6.22595
60 H -1.69605 1.36020 7.45185
61 H -1.74075 -0.76800 7.64429
62 H -2.99612 -1.06580 6.44186
63 H -0.18544 -2.25423 6.54944
64 H -1.73033 -3.11351 6.68761
65 H -0.55101 -3.30664 4.40549
66 H -2.25149 -2.82214 4.38382
67 H -0.30252 2.12820 4.40082
68 H 0.36366 1.90567 2.04733
69 H 1.19415 -0.87793 0.32027
70 H 1.85225 0.51256 -1.68468
71 H -0.38041 6.15151 -0.61317
72 H 0.01783 6.86863 -2.19379
73 H -1.37509 5.76745 -2.05532
74 H 0.76682 4.97709 -4.11246
75 H 1.66125 6.19716 -3.17670
76 H 3.12674 4.37777 -4.18223
77 H 3.29541 4.60612 -2.41863
78 H 3.19752 2.22359 -2.78879
79 H 1.83507 2.37296 -3.92456
80 H -1.14276 4.17111 -0.06136
81 H -1.53357 1.82927 0.66712
82 H -0.65302 -2.28432 1.99155

Forces on atoms 1 to 6 (eV/Å):
C -0.15 0.00 -0.12
N -0.57 -0.58 0.51
C -0.01 0.04 -0.23
C -0.39 -0.57 -0.55
N -0.85 -0.97 -0.02
C 0.44 -0.80 -0.36

---

Record 3
Molecular formula: C33H45CrN4O4S5Sb
Method: DFT, ωB97M-V/def2-TZVPD

Output
Total charge   -1
Spin multiplicity   2
Kohn-Sham gap (spin up / spin down)   4.1651 / 4.1687 eV
Relative energy (zero: lowest compared OMol25 entry of this formula, charge and spin)   35.4 kcal per mole
DFT total energy   -5080.3608 hartree

CARTESIAN COORDINATES (ANGSTROEM)
1 Cr -0.23652 -0.44407 0.45351
2 C 2.76378 -2.16407 -2.18312
3 C 2.06852 -2.14455 -0.83360
4 C 2.27724 -3.45285 -0.08231
5 O 0.65689 -1.89092 -1.01617
6 C 2.57901 -0.99989 0.06515
7 O 3.75273 -0.67138 0.03172
8 O 1.69783 -0.50204 0.85880
9 H 2.50198 -3.07208 -2.72962
10 H 3.84106 -2.13037 -2.03437
11 H 2.47030 -1.29728 -2.76973
12 H 1.96877 -4.29797 -0.70314
13 H 1.69740 -3.46634 0.84063
14 H 3.33460 -3.56729 0.15527
15 H 0.15633 -2.70537 -1.18177
16 S -3.92284 -0.17937 3.15715
17 Sb -2.42707 -1.75319 3.84459
18 S -2.04451 -1.92322 0.24584
19 S -0.77774 -2.47660 1.74236
20 S -3.38846 -3.81614 4.11876
21 C -3.91432 4.90472 -2.22143
22 C -4.55712 3.97778 -1.17974
23 C -5.79879 3.30837 -1.78194
24 C -4.99040 4.81734 0.02142
25 C -3.54267 2.91255 -0.78887
26 C -3.12485 1.95239 -1.74598
27 C -2.18812 1.02020 -1.40529
28 N -1.60802 0.96177 -0.19063
29 C -2.00833 1.85517 0.74960
30 C -2.97222 2.83821 0.44987
31 C -1.37721 1.69546 2.02015
32 C -1.71586 2.40449 3.18844
33 C -1.10100 2.13580 4.37659
34 C -0.06399 1.16558 4.35770
35 C 0.22521 0.49847 3.20705
36 N -0.43760 0.71497 2.04962
37 C -1.51187 2.76785 5.69636
38 C -1.94229 1.64547 6.65262
39 C -0.32306 3.53189 6.29246
40 C -2.68502 3.73094 5.52958
41 H -4.59971 5.71418 -2.47858
42 H -3.67399 4.36127 -3.13621
43 H -2.99074 5.34092 -1.83211
44 H -6.54750 4.06538 -2.02433
45 H -6.23887 2.60214 -1.07679
46 H -5.56508 2.76699 -2.69785
47 H -5.75342 5.53123 -0.29298
48 H -4.15637 5.38510 0.43573
49 H -5.41321 4.19537 0.81149
50 H -3.53799 1.93281 -2.74360
51 H -1.86194 0.27240 -2.11692
52 H -3.25072 3.52812 1.22996
53 H -2.51878 3.12181 3.12994
54 H 0.48930 0.91709 5.25248
55 H 0.99413 -0.26142 3.16428
56 H -1.11529 0.97438 6.88388
57 H -2.74254 1.05160 6.20754
58 H -2.30532 2.07154 7.59014
59 H 0.54830 2.88756 6.41082
60 H -0.58384 3.92828 7.27567
61 H -0.03911 4.36733 5.64956
62 H -3.56232 3.21851 5.13329
63 H -2.43517 4.55949 4.86374
64 H -2.94831 4.15139 6.50116
65 C 2.33389 3.42527 3.14360
66 C 2.03268 2.70271 1.83803
67 C 2.79092 3.33788 0.68242
68 N 2.62947 2.59715 -0.57397
69 C 1.45060 2.39719 -1.19300
70 S 1.10215 0.96700 -1.95222
71 N 0.49402 3.39611 -1.14856
72 C 0.57813 4.77514 -0.96608
73 O -0.36604 5.39095 -0.50826
74 C 1.79657 5.47958 -1.48619
75 C 2.55449 4.96351 -2.52765
76 C 3.63344 5.68668 -3.01637
77 C 3.95168 6.91847 -2.46253
78 C 3.18121 7.44177 -1.43078
79 C 2.09771 6.72620 -0.94983
80 H 1.74931 3.00332 3.96019
81 H 2.09080 4.48812 3.07494
82 H 3.39038 3.34176 3.40564
83 H 0.95942 2.74619 1.62840
84 H 2.29524 1.64428 1.90163
85 H 3.86293 3.35667 0.88610
86 H 2.48609 4.37528 0.55011
87 H 3.17877 1.74075 -0.60965
88 H -0.45779 3.05474 -1.21673
89 H 2.29711 4.00975 -2.97251
90 H 4.22226 5.28645 -3.83023
91 H 4.79886 7.47596 -2.83997
92 H 3.42107 8.40787 -1.00763
93 H 1.47298 7.11630 -0.15749

Forces on atoms 1 to 6 (eV/Å):
Cr 0.61 -1.74 -0.48
C 0.02 0.03 0.04
C -0.09 -0.03 -0.06
C -0.01 -0.01 0.08
O 0.05 0.13 -0.16
C -0.12 -0.24 -0.19

---

Q: Among the records above, which one has the lowest total charge?
A: C33H45CrN4O4S5Sb

---

Q: relative energy (zero: lowest compared OMol25 entry of this formula, charge and spin) of number 2 (C33H44N5)?
A: 32.3 kcal per mole

---

Q: Which value of relative energy (zero: lowest compared OMol25 entry of this formula, charge and spin) does entry 3 give?
A: 35.4 kcal per mole